Entry from the OMol25 dataset: C14H25LaN5S4 as an isolated structure (the ωB97M-V functional and the def2-TZVPD basis).

XYZ file:
```
49
Properties=species:S:1:pos:R:3:forces:R:3:nbo_charge:R:1
La 0.804570 0.194073 0.156599 -1.392 0.344 0.047 2.130
S -0.990496 2.488013 -0.416347 -0.591 0.463 -1.268 0.098
S -0.538075 -2.384288 -0.090969 0.014 -0.118 -0.619 0.186
C -2.819382 2.705547 -0.805040 0.475 -0.091 0.297 -0.656
C -0.377910 2.493279 -2.192107 -0.606 -0.485 0.555 -0.493
C -0.822507 1.222536 -2.912479 0.328 -0.323 -0.088 -0.245
N -0.141181 0.017358 -2.281765 0.060 0.545 -0.920 -0.754
C -0.809418 -1.246511 -2.671823 -0.092 -0.038 -0.231 -0.247
C -0.299634 -2.444680 -1.901483 0.274 -0.542 0.121 -0.535
H 0.716122 2.590226 -2.169272 -0.205 0.181 -0.088 0.229
H -0.826685 3.370356 -2.662921 0.322 0.051 0.057 0.285
H -0.563320 1.283979 -3.989900 -0.117 -0.010 0.530 0.247
H -1.915244 1.084016 -2.862115 0.526 0.020 0.079 0.227
H -0.673103 -1.420217 -3.743013 -0.046 -0.123 0.020 0.242
H -1.878598 -1.130175 -2.514490 -0.087 0.082 0.075 0.221
H 0.778028 -2.626834 -2.078784 -0.477 -0.090 -0.002 0.246
H -0.870380 -3.340844 -2.177424 0.447 0.144 -0.361 0.281
C -2.352665 -2.512934 -0.085304 -0.193 0.108 0.092 -0.723
H 0.776999 0.005084 -2.749491 -0.247 -0.135 -0.004 0.383
H -2.828245 -1.606955 -0.476534 0.117 -0.246 0.058 0.228
H -2.690621 -2.676189 0.943676 0.189 -0.110 -0.398 0.262
H -2.593935 -3.386875 -0.707894 0.001 0.285 0.274 0.269
H -3.331829 2.734630 0.169595 0.105 0.176 -0.625 0.241
H -3.201001 1.872408 -1.419166 0.217 0.449 0.407 0.234
H -2.902690 3.678677 -1.326850 0.007 -0.572 0.395 0.273
C 3.521806 0.157329 -1.400005 0.618 0.354 0.750 -0.592
C 4.485822 0.130532 -0.443715 -0.235 -0.208 -0.915 -0.252
H 3.379834 1.079057 -1.981379 0.087 -0.480 -0.007 0.245
H 3.012018 -0.759958 -1.722805 0.177 0.171 0.112 0.216
H 5.137602 0.992430 -0.230152 -0.437 -0.322 -0.524 0.234
H 4.704325 -0.734590 0.190517 -0.062 -0.018 -0.710 0.227
N -3.040629 0.559215 1.932548 -0.226 -0.335 -0.457 -0.779
C -2.086315 -0.327202 2.285358 0.476 0.137 1.128 0.306
N -0.757432 -0.267477 2.115075 -1.015 -0.130 0.667 -0.709
C -0.135075 -1.218618 2.989259 -3.233 -0.829 0.224 0.079
C -1.022973 -2.011282 3.681420 1.344 0.683 -0.828 -0.364
S -2.668374 -1.613188 3.332669 1.102 0.202 0.147 0.490
C 1.279918 -1.253641 3.027116 3.061 -0.680 0.110 0.079
C 2.200552 -2.080015 3.659587 -1.177 1.029 -0.749 -0.362
S 3.856524 -1.479202 3.420892 -1.578 0.524 -0.150 0.540
C 3.193663 -0.155434 2.481705 -0.543 -0.565 -0.301 0.282
N 1.871636 -0.239020 2.255632 1.676 -0.067 1.310 -0.767
N 3.860284 0.856495 1.869376 -0.630 -0.002 0.182 -0.743
H -3.962016 0.296731 2.298115 0.403 0.791 -0.445 0.433
H -2.863392 1.537880 1.711514 0.041 -0.694 0.284 0.422
H -0.680680 -2.788159 4.345743 -0.478 -0.146 0.130 0.281
H 1.913146 -2.978561 4.214693 0.657 0.465 -0.023 0.287
H 4.870845 0.910412 1.887527 -0.223 0.110 0.126 0.439
H 3.379112 1.212285 1.017610 1.166 0.043 1.535 0.381
```
Positions in Å, forces in eV/Å.

Properties
HOMO energy = -16.544 eV
HOMO-LUMO gap = 6.9 eV
charge = +3

***

Entry from the OMol25 dataset: a 2-piece molecular cluster, C15H13BF6 overall (the ωB97M-V functional and the def2-TZVPD basis).

XYZ file:
```
35
Properties=species:S:1:pos:R:3:forces:R:3:nbo_charge:R:1
F -4.625382 -3.650215 0.813858 -0.510 0.167 0.631 -0.305
C -4.615828 -2.646255 1.712474 0.708 0.842 -0.262 0.967
F -5.742929 -1.915570 1.612154 0.175 -0.953 0.206 -0.306
F -4.499325 -3.147113 2.957257 -0.497 -0.116 -0.513 -0.308
C -3.419160 -1.765163 1.417133 -0.082 0.339 -0.161 -0.029
C -3.577042 -0.425395 1.116379 -0.659 -0.068 0.145 -0.200
C -2.491617 0.337048 0.774347 0.549 0.331 -0.159 -0.080
C -1.190903 -0.214095 0.727198 -0.214 -0.244 0.130 -0.092
C -0.131561 0.636560 0.328685 0.032 0.033 -0.022 0.173
C 1.269728 0.459789 0.221442 0.280 -0.125 0.008 -0.206
C 1.960505 -0.750769 0.428628 0.100 -0.096 0.034 -0.038
C 3.317657 -0.828839 0.263779 0.124 -0.479 0.139 -0.226
C 4.046409 0.286018 -0.104686 -0.146 0.356 -0.128 -0.015
C 5.534698 0.146387 -0.352822 -1.073 0.351 0.087 0.966
F 6.031969 1.330278 -0.759811 0.401 -0.899 0.151 -0.306
F 6.138021 -0.241153 0.787359 0.265 0.107 -0.664 -0.308
F 5.711804 -0.789795 -1.305707 0.552 0.454 0.431 -0.305
C 3.406033 1.499288 -0.273823 0.592 0.266 -0.087 -0.214
C 2.047661 1.588798 -0.119072 -0.630 0.039 0.079 -0.041
C -1.059620 -1.567463 1.096011 0.007 -0.114 0.108 -0.123
C -2.154062 -2.322459 1.422798 0.152 -0.449 0.128 -0.193
H -4.566893 0.003080 1.152275 0.023 0.136 -0.092 0.254
H -2.626572 1.380710 0.547004 -0.020 0.202 -0.219 0.249
H -0.458664 1.621936 0.049561 -0.153 0.484 -0.150 0.250
H 1.449874 -1.642777 0.717156 -0.017 -0.181 -0.047 0.199
H 3.841700 -1.759958 0.418492 -0.084 -0.158 0.005 0.241
H 3.992970 2.366502 -0.533749 -0.114 0.106 -0.061 0.256
H 1.560665 2.540292 -0.248682 -0.160 0.167 -0.184 0.249
H -0.103345 -2.038884 1.154827 0.087 -0.148 -0.045 0.210
H -2.049129 -3.361892 1.694792 0.150 -0.091 -0.014 0.241
H -1.100225 2.542858 -2.489741 0.508 -0.738 1.791 -0.103
B -1.399390 2.974006 -3.542527 -0.146 0.214 -0.590 -0.726
H -1.059434 4.097463 -3.618482 0.401 1.111 0.073 -0.041
H -0.872549 2.348081 -4.387527 0.583 -0.710 -0.750 -0.044
H -2.566065 2.908700 -3.676980 -1.185 -0.134 0.001 -0.043
```
Positions in Å, forces in eV/Å.

Properties
HOMO energy = -7.238 eV
HOMO-LUMO gap = 3.1 eV

***

Entry from the OMol25 dataset: an isolated ion of composition C2H2N3O2S2 and charge -1 (the ωB97M-V functional and the def2-TZVPD basis).

XYZ file:
```
11
Properties=species:S:1:pos:R:3:forces:R:3:nbo_charge:R:1
O -2.467608 -1.574857 -0.668580 2.011 5.750 2.453 -0.944
S -2.012752 -0.119896 0.095325 -2.114 -6.139 0.042 1.767
O -2.318859 -0.238018 1.547675 0.073 0.796 -1.811 -0.956
S -2.398905 1.510566 -0.863776 -0.521 0.166 -0.069 -0.559
C -0.243370 -0.049915 0.094953 1.923 0.216 -1.194 0.028
N 0.460397 -0.359262 -1.060837 -0.880 -0.360 0.629 -0.435
C 1.678661 -0.150260 -0.699857 0.331 -0.068 -0.358 0.174
N 1.807849 0.313349 0.527551 -3.034 0.533 1.395 -0.388
N 0.551842 0.415112 1.036132 -1.456 -0.454 0.887 -0.283
H 2.513699 -0.297336 -1.263775 2.032 -0.468 -1.748 0.175
H 2.429043 0.550514 1.255193 1.632 0.028 -0.226 0.421
```
Positions in Å, forces in eV/Å.

Properties
HOMO energy = -4.401 eV
HOMO-LUMO gap = 7.7 eV
SMILES = O=S(=O)([S-])c1nc[nH]n1
charge = -1

***

Entry from the OMol25 dataset: a 2-piece molecular cluster, C5H15BrClO3P overall (the ωB97M-V functional and the def2-TZVPD basis).

XYZ file:
```
26
Properties=species:S:1:pos:R:3:forces:R:3:nbo_charge:R:1
O -1.118423 2.893839 4.514645 -0.025 0.611 -0.397 -0.470
O -1.379161 1.582763 4.997916 0.178 -0.061 0.555 -0.263
C -1.344067 0.693686 3.902428 -0.102 0.046 -0.146 -0.334
P -0.798193 1.479434 2.297583 0.303 -0.160 0.207 0.858
Cl 1.288246 1.179911 2.886860 0.268 0.205 -0.026 -0.455
Br -2.983013 1.667459 1.522218 -0.272 0.192 -0.144 -0.384
H -1.112778 3.429395 5.317942 -0.027 -0.250 0.182 0.487
H -0.642412 -0.090192 4.134340 0.370 -0.247 -0.006 0.225
H -2.328643 0.281785 3.788828 -0.506 -0.115 -0.317 0.217
H -0.598956 2.844934 2.213018 -0.027 -0.115 -0.135 0.062
H -0.495055 0.748568 1.154722 -0.158 -0.130 0.144 0.055
C -0.627943 -2.352255 -2.487761 0.084 -0.002 0.097 -0.645
C -0.409148 -0.934244 -2.986308 -0.025 -0.082 -0.089 -0.064
O 0.196859 -0.076748 -2.036693 -0.075 0.191 0.115 -0.539
C 1.482884 -0.455552 -1.580502 0.120 -0.076 0.074 -0.066
C 2.531740 -0.547194 -2.675077 -0.103 -0.016 -0.129 -0.644
H -1.233833 -2.347870 -1.580656 -0.029 0.005 -0.011 0.211
H -1.142440 -2.941251 -3.247280 -0.024 0.014 -0.010 0.216
H 0.311717 -2.856034 -2.257551 0.007 -0.020 -0.065 0.203
H -1.372706 -0.479059 -3.214299 0.013 0.077 0.049 0.189
H 0.164381 -0.935046 -3.919795 0.036 -0.056 0.011 0.159
H 1.425109 -1.394590 -1.018133 0.033 -0.043 -0.053 0.158
H 1.779625 0.313543 -0.866328 -0.094 0.044 0.006 0.188
H 2.290199 -1.315340 -3.410812 0.033 -0.054 0.038 0.203
H 3.502816 -0.792884 -2.245061 0.001 0.020 0.030 0.217
H 2.613196 0.402941 -3.204246 0.021 0.020 0.022 0.213
```
Positions in Å, forces in eV/Å.

Properties
HOMO energy = -9.775 eV
HOMO-LUMO gap = 10.2 eV
SMILES = OOC[PH2](Cl)Br.CCOCC

***

Entry from the OMol25 dataset: a 2-piece molecular cluster, C4H9NO overall (the ωB97M-V functional and the def2-TZVPD basis).

XYZ file:
```
15
Properties=species:S:1:pos:R:3:forces:R:3:nbo_charge:R:1
C 0.410237 -0.900757 -0.922777 -1.351 0.049 0.463 -0.650
C 0.363825 -0.161003 0.442638 1.415 -1.116 2.403 0.109
C -0.125755 1.312895 0.621754 3.602 -0.534 -1.824 -0.648
C 0.254647 -1.114374 1.609272 1.543 -0.559 -2.487 -0.353
N 1.651127 -0.655817 1.217807 -4.330 0.422 -1.421 0.060
H -0.560873 -1.315219 -1.200118 -0.716 0.167 0.772 0.255
H 1.001547 -1.817802 -1.000562 0.890 0.708 0.049 0.234
H 0.461969 -0.113425 -1.651935 0.966 0.465 -0.739 0.299
H -1.676354 1.494967 -2.823573 -0.330 0.059 -0.610 0.423
H -1.161898 1.276991 0.830894 -0.946 0.141 0.814 0.249
H 0.111652 -0.893588 2.630300 -0.424 0.575 1.159 0.240
H -0.126156 -2.122683 1.334100 0.710 0.445 0.315 0.246
H -0.044401 1.756844 -0.396382 -0.071 0.059 0.858 0.302
H 0.620253 1.807414 1.321834 -1.525 -0.382 -0.487 0.222
O -1.179821 1.445557 -2.013252 0.566 -0.498 0.735 -0.988
```
Positions in Å, forces in eV/Å.

Properties
HOMO energy = -7.838 eV
HOMO-LUMO gap = 3.5 eV

***

Entry from the OMol25 dataset: C3H2O4Yb as an isolated structure (the ωB97M-V functional and the def2-TZVPD basis).

XYZ file:
```
10
Properties=species:S:1:pos:R:3:forces:R:3:nbo_charge:R:1
H -3.107404 -0.965648 0.613946 0.420 -0.003 1.407 0.211
C -3.434380 -0.175039 -0.457171 3.239 5.177 1.163 0.613
C -2.072410 0.016920 0.133436 -2.736 -1.141 -3.710 0.128
O -1.114960 -0.576829 -0.529039 0.926 -0.782 -0.221 -0.447
C 0.222573 -0.233193 -0.226248 0.471 1.122 0.400 0.961
O 0.552298 -0.074123 0.959334 0.349 -0.256 0.488 -0.783
O 0.937861 0.025113 -1.199700 0.563 -0.548 -0.203 -0.747
O -4.301456 0.554727 -0.689143 -0.879 -2.505 -0.100 -0.185
Yb 2.920125 0.409149 0.245483 -1.479 -0.311 -0.306 1.925
H -1.876320 1.022102 0.542006 -0.874 -0.753 1.082 0.324
```
Positions in Å, forces in eV/Å.

Properties
HOMO energy = -18.487 eV
HOMO-LUMO gap = 8.2 eV
charge = +2